(1)
A 6-piece molecular cluster, C44H60BIN7O3 overall, computed with ωB97M-V with the def2-TZVPD basis set.

Last columns: bonded neighbours and bond lengths (Å).
Cartesian coordinates (Å):
1 C 3.5608 4.3450 1.4757  C2 1.536, H27 1.093, H28 1.090, H29 1.091
2 C 3.9123 2.9034 1.8725  C1 1.536, C3 1.523, H30 1.092, H31 1.090
3 C 2.7509 1.9337 1.6946  C2 1.523, C4 1.534, H32 1.096, H33 1.094
4 C 3.1966 0.4761 1.8634  C3 1.534, C5 1.536, H34 1.092, H35 1.093
5 C 2.1112 -0.5178 2.3040  C4 1.536, C6 1.535, H36 1.095, H37 1.094
6 C 1.4526 -1.3164 1.1701  C5 1.535, C7 1.535, H38 1.097, H39 1.093
7 C 1.0990 -0.5206 -0.0940  C6 1.535, C8 1.532, H40 1.090, H41 1.093
8 C -0.2041 -1.0190 -0.7271  C7 1.532, C9 1.538, H42 1.091, H43 1.094
9 C -1.4328 -0.4160 -0.0252  C8 1.538, C10 1.531, H44 1.093, H45 1.092
10 C -2.5210 -1.4617 0.2291  C9 1.531, C11 1.498, H46 1.089, H47 1.093
11 C -3.6903 -0.9254 0.9963  C10 1.498, C12 1.401, C25 1.391
12 C -3.4596 -0.3684 2.2608  C11 1.401, C13 1.393, H48 1.085
13 C -4.4744 0.1727 3.0473  C12 1.393, B14 1.592, C18 1.385
14 B -4.1969 0.8199 4.4755  C13 1.592, O15 1.379, O16 1.359
15 O -4.7101 0.1869 5.5881  B14 1.379, H49 0.962
16 O -3.5475 2.0117 4.5369  B14 1.359, C17 1.432
17 C -2.2080 2.0659 5.0406  O16 1.432, H50 1.085, H51 1.091, H52 1.091
18 C -5.7568 0.1060 2.5296  C13 1.385, N19 1.350, H53 1.081
19 N -6.0101 -0.4460 1.3235  C18 1.350, C20 1.483, C25 1.362
20 C -7.4387 -0.4295 0.9261  N19 1.483, C21 1.529, H54 1.089, H55 1.080
21 C -7.9829 0.9753 0.6627  C20 1.529, O22 1.416, C23 1.530, H56 1.096
22 O -8.3591 1.5085 1.9193  C21 1.416, H57 0.964
23 C -7.0430 1.9133 -0.0967  C21 1.530, N24 1.464, H58 1.093, H59 1.092
24 N -7.5566 3.2791 0.0221  C23 1.464, H60 1.010, H61 1.010
25 C -5.0070 -0.9470 0.5495  C11 1.391, N19 1.362, I26 2.072
26 I -5.4487 -1.7300 -1.3173  C25 2.072
27 H 2.4827 4.5124 1.5405  C1 1.093
28 H 3.8774 4.5770 0.4588  C1 1.090
29 H 4.0233 5.0700 2.1464  C1 1.091
30 H 4.2290 2.8933 2.9177  C2 1.092
31 H 4.7628 2.5651 1.2815  C2 1.090
32 H 1.9725 2.1499 2.4353  C3 1.096
33 H 2.3022 2.0874 0.7089  C3 1.094
34 H 3.6410 0.1080 0.9364  C4 1.092
35 H 3.9976 0.4676 2.6064  C4 1.093
36 H 1.3569 -0.0146 2.9178  C5 1.095
37 H 2.5881 -1.2518 2.9598  C5 1.094
38 H 0.5257 -1.7581 1.5561  C6 1.097
39 H 2.1154 -2.1450 0.9085  C6 1.093
40 H 1.9102 -0.5471 -0.8216  C7 1.090
41 H 0.9447 0.5236 0.1901  C7 1.093
42 H -0.2226 -0.7606 -1.7868  C8 1.091
43 H -0.2448 -2.1095 -0.6554  C8 1.094
44 H -1.1081 0.0131 0.9262  C9 1.093
45 H -1.8430 0.3847 -0.6450  C9 1.092
46 H -2.8242 -1.9026 -0.7191  C10 1.089
47 H -2.0859 -2.2695 0.8230  C10 1.093
48 H -2.4367 -0.3644 2.6215  C12 1.085
49 H -4.1882 -0.5450 5.9303  O15 0.962
50 H -1.9037 3.1078 5.0351  C17 1.085
51 H -2.1622 1.6919 6.0641  C17 1.091
52 H -1.5216 1.5005 4.4077  C17 1.091
53 H -6.6255 0.4784 3.0544  C18 1.081
54 H -7.9888 -0.8541 1.7646  C20 1.089
55 H -7.5959 -1.0709 0.0714  C20 1.080
56 H -8.8586 0.8350 0.0189  C21 1.096
57 H -8.9141 2.2790 1.7511  O22 0.964
58 H -6.0122 1.8234 0.2557  C23 1.093
59 H -7.0527 1.6077 -1.1449  C23 1.092
60 H -7.6040 3.7194 -0.8851  N24 1.010
61 H -6.9537 3.8531 0.5935  N24 1.010
62 N -1.7353 -4.1267 2.2702  C63 1.332, C67 1.331
63 C -0.7842 -4.7776 2.9377  N62 1.332, C64 1.387, H68 1.084
64 C -1.0309 -5.9065 3.7040  C63 1.387, C65 1.385, H69 1.081
65 C -2.3297 -6.3815 3.7859  C64 1.385, C66 1.387, H70 1.082
66 C -3.3293 -5.7124 3.0956  C65 1.387, C67 1.385, H71 1.081
67 C -2.9775 -4.5981 2.3519  N62 1.331, C66 1.385, H72 1.088
68 H 0.2190 -4.3745 2.8525  C63 1.084
69 H -0.2208 -6.3983 4.2238  C64 1.081
70 H -2.5595 -7.2587 4.3759  C65 1.082
71 H -4.3565 -6.0476 3.1291  C66 1.081
72 H -3.7328 -4.0511 1.7923  C67 1.088
73 N 5.3996 -1.2152 -0.5524  C74 1.331, C78 1.331
74 C 5.6821 -2.4870 -0.8241  N73 1.331, C75 1.387, H79 1.085
75 C 5.8464 -2.9773 -2.1111  C74 1.387, C76 1.385, H80 1.081
76 C 5.7071 -2.1012 -3.1752  C75 1.385, C77 1.385, H81 1.082
77 C 5.4110 -0.7746 -2.9070  C76 1.385, C78 1.387, H82 1.081
78 C 5.2696 -0.3842 -1.5841  N73 1.331, C77 1.387, H83 1.086
79 H 5.7855 -3.1439 0.0329  C74 1.085
80 H 6.0821 -4.0205 -2.2713  C75 1.081
81 H 5.8358 -2.4432 -4.1935  C76 1.082
82 H 5.2975 -0.0533 -3.7046  C77 1.081
83 H 5.0447 0.6487 -1.3353  C78 1.086
84 N 7.2550 3.2909 1.5381  C85 1.331, C89 1.331
85 C 8.0666 2.6083 0.7334  N84 1.331, C86 1.387, H90 1.085
86 C 9.1783 3.1624 0.1163  C85 1.387, C87 1.386, H91 1.081
87 C 9.4630 4.4988 0.3461  C86 1.386, C88 1.386, H92 1.082
88 C 8.6262 5.2219 1.1809  C87 1.386, C89 1.387, H93 1.081
89 C 7.5404 4.5732 1.7497  N84 1.331, C88 1.387, H94 1.085
90 H 7.8122 1.5650 0.5769  C85 1.085
91 H 9.8033 2.5576 -0.5261  C86 1.081
92 H 10.3216 4.9681 -0.1162  C87 1.082
93 H 8.8083 6.2671 1.3895  C88 1.081
94 H 6.8646 5.1078 2.4090  C89 1.085
95 N -8.6738 1.3073 -2.9780  C96 1.332, C100 1.332
96 C -8.8781 2.5094 -3.5144  N95 1.332, C97 1.386, H101 1.085
97 C -10.0881 2.9111 -4.0583  C96 1.386, C98 1.385, H102 1.081
98 C -11.1457 2.0164 -4.0487  C97 1.385, C99 1.386, H103 1.082
99 C -10.9482 0.7605 -3.4976  C98 1.386, C100 1.386, H104 1.081
100 C -9.6999 0.4576 -2.9778  N95 1.332, C99 1.386, H105 1.085
101 H -8.0268 3.1822 -3.5136  C96 1.085
102 H -10.1944 3.9005 -4.4803  C97 1.081
103 H -12.1053 2.2916 -4.4653  C98 1.082
104 H -11.7429 0.0280 -3.4719  C99 1.081
105 H -9.5107 -0.5183 -2.5418  C100 1.085
106 N 8.8327 -1.9749 -5.2409  C107 1.331, C111 1.331
107 C 9.1193 -3.2460 -5.5113  N106 1.331, C108 1.387, H112 1.085
108 C 9.2842 -3.7393 -6.7972  C107 1.387, C109 1.386, H113 1.081
109 C 9.1425 -2.8649 -7.8625  C108 1.386, C110 1.386, H114 1.082
110 C 8.8443 -1.5383 -7.5964  C109 1.386, C111 1.387, H115 1.081
111 C 8.7013 -1.1460 -6.2737  N106 1.331, C110 1.387, H116 1.085
112 H 9.2242 -3.9014 -4.6534  C107 1.085
113 H 9.5201 -4.7826 -6.9552  C108 1.081
114 H 9.2645 -3.2103 -8.8808  C109 1.082
115 H 8.7263 -0.8188 -8.3948  C110 1.081
116 H 8.4724 -0.1146 -6.0281  C111 1.085

Calculated values
- DFT total energy (a.u.) = -2644.00084
- charge = +1
- gap between HOMO and LUMO (eV) = 7.43
- HOMO energy (eV) = -10.7
- energy above the lowest of the compared OMol25 structures with the same formula, charge and spin (kJ/mol) = 0.0
- strongest force on any atom (Eh/bohr) = 0.0153

(2)
A 11-piece molecular cluster, C44H61N11 overall, computed with ωB97M-V with the def2-TZVPD basis set.

Last columns: bonded neighbours and bond lengths (Å).
Cartesian coordinates (Å):
1 C 3.1904 -2.5289 -1.5967  C2 1.533, H6 1.090, H7 1.090, H8 1.090
2 C 3.9328 -3.4924 -2.5298  C1 1.533, C3 1.489, H9 1.090, H10 1.090
3 C 5.2469 -3.8443 -1.9255  C2 1.489, C4 1.413, H11 1.090, H12 1.090
4 C 5.3306 -4.4220 -0.6389  C3 1.413, N5 1.131
5 N 5.3791 -4.8191 0.4192  C4 1.131
6 H 3.6528 -1.5696 -1.3643  C1 1.090
7 H 2.9740 -2.8373 -0.5739  C1 1.090
8 H 2.1674 -2.4147 -1.9550  C1 1.090
9 H 4.1700 -2.9295 -3.4325  C2 1.090
10 H 3.4277 -4.4266 -2.7753  C2 1.090
11 H 5.9145 -2.9840 -1.9735  C3 1.090
12 H 5.7093 -4.6415 -2.5076  C3 1.090
13 C 7.2739 0.1607 0.7427  C14 1.541, H18 1.090, H19 1.090, H20 1.090
14 C 7.7117 1.6239 0.9462  C13 1.541, C15 1.584, H21 1.090, H22 1.090
15 C 6.5054 2.6214 1.1870  C14 1.584, C16 1.455, H23 1.090, H24 1.090
16 C 5.3285 2.4671 0.3454  C15 1.455, N17 1.120
17 N 4.4414 2.3609 -0.3308  C16 1.120
18 H 8.0005 -0.4640 0.2231  C13 1.090
19 H 6.3364 0.0316 0.2019  C13 1.090
20 H 7.0303 -0.3399 1.6798  C13 1.090
21 H 8.1574 1.9590 0.0095  C14 1.090
22 H 8.3985 1.9367 1.7327  C14 1.090
23 H 6.9019 3.6172 0.9892  C15 1.090
24 H 6.0405 2.4775 2.1624  C15 1.090
25 C 1.1170 1.5229 -7.0552  C26 1.532, H30 1.090, H31 1.090, H32 1.090
26 C 1.7217 2.8719 -7.4576  C25 1.532, C27 1.599, H33 1.090, H34 1.090
27 C 2.3860 3.7379 -6.2892  C26 1.599, C28 1.488, H35 1.090, H36 1.090
28 C 1.5952 3.9428 -5.0459  C27 1.488, N29 1.166
29 N 0.9306 4.1771 -4.1167  C28 1.166
30 H 1.9375 0.8415 -6.8301  C25 1.090
31 H 0.5267 0.9892 -7.8000  C25 1.090
32 H 0.4242 1.6604 -6.2250  C25 1.090
33 H 0.9095 3.4537 -7.8936  C26 1.090
34 H 2.4879 2.6279 -8.1935  C26 1.090
35 H 2.8619 4.6365 -6.6819  C27 1.090
36 H 3.3184 3.2915 -5.9434  C27 1.090
37 N -1.7544 2.9035 8.4772  C38 1.398, C41 1.385, H42 1.010
38 C -1.7557 2.7918 7.0836  N37 1.398, C39 1.395, H43 1.080
39 C -2.3933 1.5887 6.7789  C38 1.395, C40 1.383, H44 1.080
40 C -2.8512 0.9535 7.9190  C39 1.383, C41 1.394, H45 1.080
41 C -2.4505 1.8034 8.9493  N37 1.385, C40 1.394, H46 1.080
42 H -1.4611 3.6684 9.0681  N37 1.010
43 H -1.0868 3.3940 6.4865  C38 1.080
44 H -2.4074 1.0995 5.8162  C39 1.080
45 H -3.3114 -0.0145 8.0517  C40 1.080
46 H -2.5205 1.5955 10.0068  C41 1.080
47 N -5.8949 -2.5731 1.6748  C48 1.389, C51 1.373, H52 1.010
48 C -6.0543 -2.7148 3.0476  N47 1.389, C49 1.344, H53 1.080
49 C -6.2745 -3.9985 3.3781  C48 1.344, C50 1.413, H54 1.080
50 C -6.2724 -4.6973 2.1499  C49 1.413, C51 1.354, H55 1.080
51 C -6.0502 -3.8263 1.1367  N47 1.373, C50 1.354, H56 1.080
52 H -5.7730 -1.7229 1.1433  N47 1.010
53 H -6.0504 -1.8044 3.6286  C48 1.080
54 H -6.4287 -4.3322 4.3936  C49 1.080
55 H -6.2483 -5.7650 1.9891  C50 1.080
56 H -5.9825 -3.9099 0.0621  C51 1.080
57 N -3.6213 5.3191 -4.1965  C58 1.363, C61 1.345, H62 1.010
58 C -3.8342 4.1402 -3.5471  N57 1.363, C59 1.394, H63 1.080
59 C -5.2004 3.9668 -3.3338  C58 1.394, C60 1.408, H64 1.080
60 C -5.8856 5.0863 -3.8442  C59 1.408, C61 1.451, H65 1.080
61 C -4.8228 5.8681 -4.4483  N57 1.345, C60 1.451, H66 1.080
62 H -2.7387 5.7138 -4.4886  N57 1.010
63 H -2.9154 3.6015 -3.3681  C58 1.080
64 H -5.6072 3.1845 -2.7101  C59 1.080
65 H -6.9353 5.3387 -3.8712  C60 1.080
66 H -4.8508 6.7810 -5.0247  C61 1.080
67 N 2.5108 6.3455 0.7672  C68 1.412, C71 1.339, H72 1.010
68 C 1.9432 5.5125 1.7555  N67 1.412, C69 1.359, H73 1.080
69 C 2.0395 6.1269 2.9632  C68 1.359, C70 1.398, H74 1.080
70 C 2.8151 7.2662 2.7314  C69 1.398, C71 1.380, H75 1.080
71 C 2.9351 7.4633 1.3710  N67 1.339, C70 1.380, H76 1.080
72 H 2.4746 6.0866 -0.2084  N67 1.010
73 H 1.5506 4.6400 1.2544  C68 1.080
74 H 1.6734 5.6902 3.8807  C69 1.080
75 H 3.1738 7.8768 3.5468  C70 1.080
76 H 3.3905 8.2890 0.8445  C71 1.080
77 N 2.4645 -2.0673 3.8258  C78 1.381, C81 1.436, H82 1.010
78 C 3.7908 -1.6988 3.7137  N77 1.381, C79 1.345, H83 1.080
79 C 3.8948 -0.5607 4.4221  C78 1.345, C80 1.405, H84 1.080
80 C 2.6304 -0.1746 4.8984  C79 1.405, C81 1.386, H85 1.080
81 C 1.6981 -1.1667 4.6410  N77 1.436, C80 1.386, H86 1.080
82 H 2.1195 -2.8542 3.2950  N77 1.010
83 H 4.4839 -2.3691 3.2271  C78 1.080
84 H 4.8539 -0.0757 4.5285  C79 1.080
85 H 2.5454 0.7577 5.4369  C80 1.080
86 H 0.6389 -1.1981 4.8492  C81 1.080
87 N -2.4184 -6.2908 1.4474  C88 1.358, C91 1.379, H92 1.010
88 C -1.1824 -5.7318 1.5096  N87 1.358, C89 1.448, H93 1.080
89 C -0.2316 -6.8053 1.7110  C88 1.448, C90 1.466, H94 1.080
90 C -1.0436 -8.0264 1.7054  C89 1.466, C91 1.392, H95 1.080
91 C -2.3837 -7.6575 1.6275  N87 1.379, C90 1.392, H96 1.080
92 H -3.2781 -5.7791 1.3088  N87 1.010
93 H -0.9941 -4.6739 1.4013  C88 1.080
94 H 0.8442 -6.7318 1.7705  C89 1.080
95 H -0.7573 -9.0566 1.8574  C90 1.080
96 H -3.2267 -8.3280 1.5490  C91 1.080
97 N -0.0856 0.6903 -0.8131  C98 1.398, C101 1.373, H102 1.010
98 C -0.2547 0.4904 0.5600  N97 1.398, C99 1.390, H103 1.080
99 C -1.2587 -0.4519 0.7512  C98 1.390, C100 1.409, H104 1.080
100 C -1.6518 -0.8736 -0.5346  C99 1.409, C101 1.392, H105 1.080
101 C -1.0540 -0.0309 -1.4676  N97 1.373, C100 1.392, H106 1.080
102 H 0.6879 1.1210 -1.2991  N97 1.010
103 H 0.4733 0.7864 1.3009  C98 1.080
104 H -1.3926 -0.7931 1.7671  C99 1.080
105 H -2.3582 -1.6656 -0.7351  C100 1.080
106 H -0.9173 -0.1136 -2.5357  C101 1.080
107 N -4.3368 -2.8133 -4.5739  C108 1.375, C111 1.394, H112 1.010
108 C -5.2045 -1.7525 -4.4671  N107 1.375, C109 1.400, H113 1.080
109 C -6.4987 -2.2265 -4.7131  C108 1.400, C110 1.429, H114 1.080
110 C -6.5075 -3.6528 -4.8009  C109 1.429, C111 1.420, H115 1.080
111 C -5.1197 -3.9520 -4.7583  N107 1.394, C110 1.420, H116 1.080
112 H -3.3286 -2.8072 -4.5142  N107 1.010
113 H -4.9249 -0.7266 -4.2780  C108 1.080
114 H -7.3372 -1.5636 -4.5588  C109 1.080
115 H -7.3237 -4.3390 -4.9726  C110 1.080
116 H -4.5667 -4.8688 -4.9004  C111 1.080

Calculated values
- DFT total energy (a.u.) = -2315.26557
- gap between HOMO and LUMO (eV) = 7.97
- HOMO energy (eV) = -7.8
- energy above the lowest of the compared OMol25 structures with the same formula, charge and spin (kJ/mol) = 458.5
- strongest force on any atom (Eh/bohr) = 0.0763

Among the records above, which one has the lowest HOMO energy?
C44H60BIN7O3

Look up the DFT total energy of the second one.
-2315.26557 a.u.

gap between HOMO and LUMO of number 1 (C44H60BIN7O3)?
7.43 eV

Which of these has the lowest gap between HOMO and LUMO?
C44H60BIN7O3